1.
C19H53BGaNO17PS4 | the ωB97M-V functional and the def2-TZVPD basis

Summary:
Maximum force: 1.57 eV/A
Charge: -1

```
97
C19H53BGaNO17PS4 the ωB97M-V functional and the def2-TZVPD basis
C -0.865 -7.851 -1.922
C -0.694 -6.643 -2.827
O -1.913 -5.867 -2.866
P -1.817 -4.532 -1.998
O -1.216 -4.783 -0.704
C -0.962 -3.342 -3.031
C -0.409 -2.105 -2.305
C 1.097 -1.928 -2.448
Ga 2.389 -3.467 -1.988
O 2.190 -4.122 -0.220
B 4.407 -2.770 -2.109
N 5.211 -2.402 -0.913
O 5.032 -2.674 -3.372
O -3.367 -4.142 -1.909
C -3.658 -2.806 -1.472
C -3.358 -2.529 -0.004
H 0.093 -8.090 -1.482
H -1.525 -7.558 -1.121
H -1.258 -8.688 -2.481
H -0.502 -6.957 -3.846
H 0.159 -6.064 -2.502
H -1.618 -3.086 -3.855
H -0.125 -3.874 -3.470
H -0.676 -2.136 -1.256
H -0.924 -1.245 -2.729
H 1.380 -1.095 -1.810
H 1.332 -1.638 -3.469
H 2.192 -4.658 -3.075
H 1.730 -3.458 0.317
H 4.690 -1.691 -0.408
H 5.221 -3.223 -0.314
H 5.367 -3.548 -3.630
H -4.724 -2.695 -1.615
H -3.199 -2.064 -2.114
H -4.249 -2.128 0.464
H -2.584 -1.787 0.114
H -3.119 -3.437 0.520
O -5.012 0.639 1.534
S -5.038 1.591 0.466
O -4.023 1.594 -0.538
O -5.169 3.049 1.090
C -4.184 3.448 2.069
C -2.836 3.767 1.454
C -6.613 1.541 -0.318
H -4.100 2.675 2.834
H -4.604 4.333 2.543
H -2.371 2.882 1.024
H -2.166 4.165 2.216
H -2.944 4.503 0.657
H -7.388 1.571 0.442
H -6.656 0.607 -0.874
H -6.692 2.387 -0.995
O 3.969 0.440 2.303
S 5.131 0.804 3.050
O 5.019 1.629 4.215
O 6.188 1.421 2.038
C 5.777 2.528 1.210
C 5.789 3.854 1.945
C 6.060 -0.635 3.448
H 4.800 2.318 0.772
H 6.502 2.543 0.398
H 5.035 3.881 2.731
H 5.583 4.665 1.246
H 6.759 4.023 2.413
H 6.181 -1.234 2.549
H 5.490 -1.181 4.196
H 7.021 -0.329 3.853
O 5.373 1.961 -3.132
S 6.774 1.676 -3.126
O 7.676 2.520 -2.399
O 7.272 1.570 -4.640
C 6.981 2.676 -5.513
C 7.857 3.886 -5.249
C 7.039 -0.001 -2.667
H 5.922 2.926 -5.441
H 7.160 2.296 -6.517
H 7.654 4.318 -4.271
H 7.672 4.650 -6.005
H 8.911 3.608 -5.275
H 6.371 -0.638 -3.241
H 6.810 -0.081 -1.607
H 8.081 -0.251 -2.849
O -9.430 4.289 4.163
S -8.443 4.217 5.196
O -7.081 4.545 4.914
O -8.518 2.780 5.872
C -8.405 1.626 5.005
C -6.990 1.391 4.521
C -8.976 5.141 6.596
H -9.102 1.731 4.172
H -8.741 0.786 5.609
H -6.654 2.195 3.868
H -6.931 0.459 3.960
H -6.299 1.341 5.362
H -10.002 4.871 6.827
H -8.909 6.191 6.323
H -8.314 4.925 7.429
```

---

2.
C19H54O8 | the ωB97M-V functional and the def2-TZVPD basis

Summary:
Maximum force: 3.84 eV/A
Charge: 0

```
81
C19H54O8 the ωB97M-V functional and the def2-TZVPD basis
C 1.403 1.647 -6.256
C 1.860 1.606 -4.750
C 3.146 2.325 -4.496
O 0.915 2.313 -4.039
H 2.145 1.366 -7.003
H 1.213 2.706 -6.429
H 0.528 1.012 -6.401
H 1.869 0.577 -4.390
H 3.909 1.795 -5.066
H 3.400 2.243 -3.439
H 3.100 3.385 -4.746
H 0.638 3.127 -4.465
C -0.558 5.638 -0.089
C -1.440 6.590 0.744
C -2.839 6.055 1.037
O -0.775 6.964 1.874
H -1.137 5.610 -1.012
H -0.517 4.643 0.353
H 0.317 6.222 -0.379
H -1.541 7.594 0.331
H -2.815 5.163 1.662
H -3.356 6.099 0.078
H -3.382 6.729 1.700
H 0.138 7.180 1.668
C 1.094 -5.270 5.356
C 1.217 -3.806 5.114
C 0.906 -3.380 3.675
O 0.316 -3.131 5.929
H 0.068 -5.619 5.234
H 1.403 -5.529 6.368
H 1.706 -5.711 4.569
H 2.262 -3.643 5.378
H 1.645 -3.807 2.997
H 0.708 -2.317 3.535
H -0.086 -3.757 3.428
H 0.198 -2.252 5.561
C 5.218 -0.692 1.720
C 5.035 -1.652 0.551
C 5.535 -3.101 0.736
O 3.732 -1.625 0.123
H 4.816 0.254 1.359
H 6.212 -0.464 2.102
H 4.644 -1.098 2.553
H 5.682 -1.222 -0.214
H 6.350 -3.163 1.458
H 5.845 -3.555 -0.205
H 4.782 -3.721 1.223
H 3.771 -2.015 -0.753
C -2.970 -6.478 -1.090
C -2.327 -5.106 -1.073
C -2.435 -4.655 -2.635
O -3.242 -4.213 -0.413
H -2.694 -7.155 -1.898
H -4.027 -6.372 -1.334
H -3.052 -6.974 -0.123
H -1.305 -5.126 -0.695
H -1.649 -5.156 -3.201
H -2.370 -3.576 -2.779
H -3.422 -4.970 -2.973
H -2.811 -3.364 -0.542
C -5.058 2.362 -3.864
C -4.419 1.028 -4.353
O -5.355 0.342 -5.160
H -5.187 2.965 -4.763
H -4.334 2.858 -3.217
H -5.929 2.086 -3.269
H -4.202 0.406 -3.484
H -3.418 1.259 -4.718
H -6.102 0.344 -4.556
C -0.601 2.135 4.277
C 0.180 2.321 5.540
O 1.006 3.442 5.268
H -1.427 1.443 4.437
H 0.039 1.870 3.436
H -1.162 2.984 3.886
H 0.719 1.411 5.803
H -0.595 2.542 6.274
H 0.345 4.121 5.113
O -0.814 -0.583 -0.698
H 0.058 -0.774 -0.351
H -0.721 0.268 -1.127
```

---

3.
C19H55N5O7 | the ωB97M-V functional and the def2-TZVPD basis

Summary:
Maximum force: 3.02 eV/A
Charge: 0

```
86
C19H55N5O7 the ωB97M-V functional and the def2-TZVPD basis
C 3.579 -2.242 -0.804
O 4.248 -1.239 -1.573
C 3.515 -0.056 -1.650
C 3.066 0.023 -3.092
C 4.170 -0.166 -4.076
N 2.223 1.223 -3.279
H 3.965 -3.225 -1.134
H 2.515 -2.304 -1.008
H 3.628 -2.167 0.315
H 2.674 -0.068 -0.946
H 4.174 0.794 -1.414
H 2.373 -0.810 -3.305
H 3.732 -0.401 -5.088
H 4.797 -1.067 -3.838
H 4.828 0.693 -4.024
H 2.794 2.044 -3.109
H 2.060 1.250 -4.293
C -4.835 -4.005 2.208
O -4.196 -2.766 1.872
C -2.924 -2.484 2.434
C -2.971 -2.207 3.895
C -4.076 -1.235 4.270
N -1.528 -1.668 4.142
H -4.224 -4.881 1.867
H -5.767 -4.018 1.591
H -5.044 -4.041 3.293
H -2.207 -3.284 2.287
H -2.471 -1.603 1.922
H -3.058 -3.188 4.357
H -3.948 -0.391 3.539
H -4.166 -0.950 5.280
H -4.972 -1.746 3.962
H -1.328 -1.375 5.085
H -1.326 -0.891 3.555
C -0.488 5.296 0.493
O 0.155 4.049 0.681
C 0.935 4.059 1.918
C 1.192 2.587 2.322
C 2.207 1.906 1.409
N 0.073 1.735 2.637
H -1.251 5.452 1.216
H -1.027 5.147 -0.474
H 0.173 6.131 0.405
H 1.868 4.608 1.738
H 0.379 4.593 2.680
H 1.719 2.693 3.248
H 1.726 1.653 0.453
H 2.647 1.000 1.939
H 3.050 2.486 1.052
H -0.397 2.171 3.414
H -0.596 1.685 1.866
N -0.503 -0.698 -1.366
C -0.980 0.528 -0.981
N -0.509 1.646 -1.563
O -1.844 0.541 -0.087
H -1.123 -1.451 -1.150
H 0.389 -0.782 -1.892
H 0.349 1.546 -2.087
H -0.380 2.374 -0.891
C 1.938 4.901 -3.025
C 2.956 4.155 -2.112
O 4.150 3.717 -2.831
H 0.985 5.212 -2.540
H 1.728 4.279 -3.892
H 2.419 5.806 -3.370
H 2.522 3.244 -1.680
H 3.304 4.776 -1.253
H 4.665 3.316 -2.164
C 0.132 -3.606 0.859
C 0.598 -4.409 2.077
O -0.207 -4.168 3.223
H 0.864 -3.768 0.056
H 0.199 -2.506 1.097
H -0.899 -3.715 0.517
H 1.576 -4.090 2.355
H 0.572 -5.467 1.938
H -0.421 -3.235 3.359
C -3.308 -1.913 -3.438
C -4.266 -1.723 -2.299
O -3.577 -2.146 -1.111
H -2.870 -2.899 -3.440
H -2.423 -1.270 -3.290
H -3.847 -1.743 -4.373
H -5.179 -2.297 -2.369
H -4.539 -0.646 -2.153
H -4.138 -2.308 -0.362
```

---

The calculation returns the following highest occupied orbital energy values, one per record and in order: -3.73 -9.87 -9.19 eV.